The following is a DFT calculation (ωB97M-V with the def2-TZVPD basis set) of a molecular structure, C35H36CrN8OS2 at a distorted geometry.

Results
**LUMO energy (spin up / spin down)**: 2.5212 / 2.5182 eV
**Calculated total energy**: -100940.971 eV
**HOMO energy (spin up / spin down)**: -1.9 / -4.4 eV

```
! wB97M-V def2-TZVPD RIJCOSX def2/J DEFGRID3
* xyz -1 6
Cr -0.304 0.113 0.372
C -0.923 -3.865 -1.298
C -0.381 -2.676 -0.550
N -0.127 -1.503 -1.143
N -0.476 -1.449 -2.471
C 0.022 -0.636 -3.414
N -0.657 -0.750 -4.620
S 1.299 0.409 -3.264
C -0.162 -2.754 0.844
C -0.384 -3.922 1.622
C -0.023 -3.940 2.945
C 0.572 -2.801 3.513
C 0.680 -1.670 2.722
N 0.290 -1.604 1.457
H -0.644 -3.839 -2.352
H -2.017 -3.910 -1.227
H -0.524 -4.788 -0.881
H -1.292 -1.976 -2.749
H -0.970 -1.672 -4.888
H -0.178 -0.251 -5.349
H -0.857 -4.790 1.183
H -0.189 -4.828 3.545
H 0.915 -2.792 4.539
H 1.099 -0.750 3.123
O -2.254 -0.736 0.568
N -3.312 -0.264 -0.057
C -4.504 -0.818 0.256
C -5.664 -0.411 -0.343
C -5.617 0.606 -1.297
C -4.395 1.169 -1.602
C -3.211 0.744 -0.984
S -1.683 1.428 -1.334
H -4.441 -1.594 1.004
H -6.597 -0.880 -0.060
H -6.521 0.949 -1.783
H -4.315 1.964 -2.328
C -1.630 5.706 4.498
C -0.564 4.871 5.155
C -0.121 5.152 6.438
C 0.863 4.387 7.052
C 1.408 3.314 6.364
C 0.975 3.005 5.086
C -0.011 3.779 4.468
N -0.492 3.501 3.185
C -0.008 2.497 2.339
N 1.316 2.576 2.132
C 2.182 1.735 1.388
C 1.673 0.721 0.569
C 2.661 -0.072 -0.035
C 4.021 0.143 0.120
C 4.466 1.192 0.912
C 3.551 2.002 1.563
C 4.042 3.133 2.439
N -0.787 1.599 1.814
C -2.167 1.750 2.135
C -2.915 2.767 1.532
C -4.261 2.930 1.823
C -4.878 2.085 2.730
C -4.131 1.095 3.354
C -2.780 0.916 3.079
C -1.984 -0.146 3.779
H -1.864 6.574 5.113
H -2.552 5.135 4.355
H -1.301 6.053 3.516
H -0.557 5.990 6.970
H 1.187 4.623 8.058
H 2.169 2.703 6.833
H 1.386 2.148 4.569
H -1.476 3.684 3.061
H 1.752 3.355 2.594
H 2.345 -0.891 -0.670
H 4.739 -0.497 -0.382
H 5.528 1.376 1.037
H 5.130 3.172 2.412
H 3.741 3.006 3.485
H 3.671 4.105 2.097
H -2.425 3.402 0.806
H -4.825 3.712 1.327
H -5.932 2.195 2.954
H -4.605 0.451 4.087
H -2.571 -0.612 4.571
H -1.077 0.272 4.220
H -1.676 -0.911 3.065
*
```



The following is a DFT calculation (ωB97M-V with the def2-TZVPD basis set) of a molecular structure, C30H34AsClN4O3PS2Tm at a distorted geometry.

Results
**LUMO energy (spin up / spin down)**: -5.3884 / -5.3885 eV
**Energy above the lowest of the compared OMol25 structures with the same formula, charge and spin**: 0.0 kJ/mol
**Calculated total energy**: -177604.585 eV
**HOMO energy (spin up / spin down)**: -13.0 / -13.0 eV

```
! wB97M-V def2-TZVPD RIJCOSX def2/J DEFGRID3
* xyz 2 3
Tm -9.681 5.463 15.665
Cl -3.637 4.545 20.165
C -5.171 4.827 19.313
C -5.844 6.007 19.680
C -6.952 6.460 19.054
C -7.485 5.678 17.960
O -8.590 6.060 17.331
C -6.752 4.504 17.560
C -7.055 3.768 16.377
O -7.950 4.065 15.556
C -5.553 4.105 18.218
H -5.386 6.603 20.491
H -7.444 7.443 19.141
H -6.466 2.883 16.124
H -4.958 3.287 17.863
N -9.929 8.107 15.568
N -10.868 8.680 16.438
C -11.884 7.950 16.887
N -12.682 8.539 17.789
S -12.135 6.379 16.305
H -8.956 8.389 15.812
H -10.207 8.242 14.601
H -10.708 9.608 16.824
H -12.483 9.498 18.123
H -13.614 8.229 17.967
O -6.938 6.808 14.480
N -8.149 6.532 13.831
C -8.260 7.227 12.754
C -9.381 7.222 11.863
C -9.254 8.235 10.822
C -10.244 8.430 9.883
C -11.322 7.589 9.891
C -11.427 6.581 10.847
C -10.490 6.377 11.858
P -10.718 4.961 12.974
C -9.943 3.578 12.120
C -9.899 3.470 10.730
C -9.211 2.406 10.194
C -8.593 1.438 10.965
C -8.664 1.545 12.343
C -9.317 2.628 12.930
C -12.487 4.552 12.787
C -12.869 3.265 12.446
C -14.226 2.977 12.294
C -15.198 3.939 12.515
C -14.797 5.171 12.995
C -13.443 5.517 13.071
H -6.769 6.030 15.033
H -7.380 7.830 12.497
H -8.364 8.883 10.794
H -10.126 9.260 9.187
H -12.045 7.632 9.090
H -12.240 5.883 10.776
H -10.408 4.109 10.013
H -9.175 2.361 9.120
H -8.129 0.555 10.491
H -8.234 0.760 12.951
H -9.371 2.620 14.006
H -12.169 2.441 12.386
H -14.447 1.938 12.092
H -16.226 3.683 12.465
H -15.537 5.896 13.266
H -13.163 6.516 13.440
C -12.874 0.961 17.288
As -12.732 2.843 17.140
C -13.933 3.436 15.768
C -13.033 3.705 18.813
S -10.698 3.097 16.434
H -13.591 0.639 18.052
H -11.896 0.518 17.561
H -13.153 0.537 16.323
H -14.996 3.189 15.925
H -13.567 3.006 14.870
H -13.883 4.530 15.738
H -14.117 3.907 18.947
H -12.403 4.585 18.810
H -12.652 3.068 19.642
*
```



The following is a DFT calculation (ωB97M-V with the def2-TZVPD basis set) of a molecular structure, C3CdF5O2 at a distorted geometry.

Results
**LUMO energy**: -10.2226 eV
**Calculated total energy**: -25344.250 eV
**HOMO energy**: -13.7 eV

```
! wB97M-V def2-TZVPD RIJCOSX def2/J DEFGRID3
* xyz 1 1
O -0.062 -0.610 2.351
C -0.590 -0.047 1.395
O -1.562 0.716 1.433
C -0.106 -0.247 -0.038
F 0.273 -1.509 -0.311
F -1.235 -0.088 -0.856
C 1.021 0.751 -0.477
F 0.748 1.196 -1.687
F 2.155 0.086 -0.499
F 1.104 1.741 0.363
Cd -1.746 -1.989 -1.674
*
```



The following is a DFT calculation (ωB97M-V with the def2-TZVPD basis set) of 9 unconnected molecules or ions with the total composition C61H139N9O9 at a distorted geometry.

Results
**LUMO energy**: 0.5098 eV
**Energy above the lowest of the compared OMol25 structures with the same formula, charge and spin**: 737.5 kJ/mol
**Structure (SMILES)**: CC1(C)CCCC(C)(C)N1O.CC1(C)CCCC(C)(C)N1O.CC1(C)CCCC(C)(C)N1O.CC1(C)CCCC(C)(C)N1O.CC1(C)CCCC(C)(C)N1O.COC[C@H](C)N.COC[C@H](C)N.COC[C@H](C)N.COC[C@H](C)N
**Calculated total energy**: -97335.635 eV
**HOMO energy**: -7.9 eV

```
! wB97M-V def2-TZVPD RIJCOSX def2/J DEFGRID3
* xyz 0 1
C -3.382 -7.809 -5.297
C -4.876 -7.484 -5.139
C -5.663 -7.375 -6.530
O -5.215 -6.249 -7.252
C -6.016 -6.048 -8.364
N -5.488 -8.544 -4.366
H -3.211 -8.520 -6.105
H -3.055 -8.155 -4.316
H -2.891 -6.876 -5.573
H -4.946 -6.503 -4.669
H -6.690 -7.322 -6.170
H -5.576 -8.326 -7.056
H -6.110 -6.953 -8.963
H -5.559 -5.290 -9.001
H -7.042 -5.808 -8.087
H -5.036 -8.493 -3.464
H -5.356 -9.501 -4.660
C -8.435 -2.771 -0.990
C -8.815 -3.647 0.222
C -10.178 -4.328 0.027
O -10.478 -5.366 1.008
C -11.689 -6.031 0.709
N -7.802 -4.622 0.633
H -7.502 -2.207 -0.981
H -9.055 -1.910 -1.242
H -8.456 -3.372 -1.899
H -8.844 -3.086 1.156
H -10.164 -4.957 -0.863
H -11.028 -3.652 0.120
H -11.608 -6.476 -0.283
H -12.514 -5.330 0.839
H -11.789 -6.832 1.441
H -8.270 -5.180 1.334
H -7.724 -5.293 -0.118
C 15.022 5.687 2.245
C 13.882 5.539 3.282
C 13.532 4.034 3.531
O 13.206 3.452 2.291
C 12.312 2.323 2.322
N 14.250 6.162 4.501
H 15.159 6.728 1.953
H 14.797 5.217 1.287
H 15.955 5.225 2.566
H 13.026 6.102 2.910
H 12.659 3.910 4.172
H 14.373 3.385 3.777
H 12.689 1.488 2.912
H 12.213 1.854 1.344
H 11.375 2.752 2.678
H 13.736 5.666 5.215
H 15.171 5.891 4.815
C 0.594 -8.152 7.370
C 1.054 -7.033 8.351
C 2.341 -6.310 7.916
O 3.273 -7.263 8.041
C 4.581 -6.834 7.608
N -0.063 -6.116 8.295
H 0.281 -7.661 6.449
H -0.171 -8.729 7.889
H 1.406 -8.849 7.164
H 1.216 -7.454 9.343
H 2.648 -5.502 8.580
H 2.283 -5.937 6.893
H 5.252 -7.652 7.872
H 4.951 -5.891 8.011
H 4.539 -6.801 6.519
H 0.008 -5.595 7.433
H 0.099 -5.394 8.982
C 0.208 -0.565 4.574
C 0.306 -0.775 3.042
C 1.737 -0.203 2.685
C 2.291 -0.744 1.413
C 2.243 -2.270 1.351
C 0.843 -2.822 1.592
N 0.242 -2.226 2.801
O -0.898 -2.864 3.291
C -0.180 -2.591 0.447
C 1.054 -4.345 1.691
C -0.773 0.021 2.314
H 0.951 -1.186 5.076
H -0.847 -0.763 4.762
H 0.453 0.456 4.865
H 1.613 0.854 2.448
H 2.524 -0.315 3.430
H 3.303 -0.425 1.163
H 1.727 -0.382 0.553
H 2.887 -2.543 2.187
H 2.812 -2.704 0.529
H 0.317 -2.907 -0.471
H -1.019 -3.240 0.699
H -0.629 -1.606 0.326
H 0.091 -4.810 1.901
H 1.656 -4.718 0.862
H 1.533 -4.559 2.646
H -0.789 1.007 2.779
H -1.737 -0.446 2.515
H -0.696 0.115 1.231
H -1.528 -2.667 2.594
C 0.474 10.256 -1.172
C -0.735 9.432 -1.502
C -1.915 9.898 -0.617
C -2.668 11.207 -0.998
C -3.166 11.054 -2.407
C -2.065 10.639 -3.364
N -1.231 9.542 -2.853
O -0.351 9.058 -3.811
C -2.867 10.116 -4.589
C -1.240 11.918 -3.734
C -0.410 7.961 -1.099
H 1.415 9.974 -1.646
H 0.619 10.158 -0.096
H 0.371 11.323 -1.367
H -2.536 9.010 -0.737
H -1.653 9.923 0.440
H -2.020 12.083 -0.978
H -3.436 11.470 -0.271
H -3.635 12.004 -2.665
H -3.988 10.340 -2.451
H -2.250 9.814 -5.435
H -3.491 9.295 -4.233
H -3.576 10.848 -4.976
H -1.726 12.600 -4.432
H -0.960 12.456 -2.828
H -0.325 11.716 -4.290
H -0.229 7.829 -0.032
H 0.417 7.590 -1.706
H -1.280 7.350 -1.338
H 0.232 9.810 -3.936
C 10.382 -5.187 -9.093
C 9.913 -5.651 -7.664
C 11.206 -5.489 -6.843
C 11.041 -5.304 -5.363
C 10.060 -4.145 -5.125
C 8.674 -4.432 -5.778
N 8.887 -4.718 -7.245
O 7.706 -4.751 -8.054
C 7.915 -5.597 -5.085
C 7.817 -3.237 -5.516
C 9.420 -7.137 -7.705
H 10.558 -4.112 -9.107
H 9.655 -5.545 -9.822
H 11.307 -5.632 -9.461
H 11.821 -6.389 -6.850
H 11.790 -4.606 -7.106
H 11.970 -4.973 -4.899
H 10.817 -6.265 -4.900
H 10.503 -3.235 -5.530
H 9.804 -4.030 -4.072
H 8.595 -6.446 -5.143
H 7.806 -5.430 -4.014
H 6.959 -5.940 -5.481
H 6.806 -3.360 -5.904
H 7.733 -3.087 -4.439
H 8.146 -2.259 -5.868
H 8.496 -7.243 -8.274
H 9.316 -7.709 -6.783
H 10.012 -7.681 -8.440
H 7.761 -4.008 -8.660
C -1.244 -1.212 -9.927
C -0.999 0.107 -9.156
C -0.673 1.218 -10.209
C -0.937 2.655 -9.712
C -2.369 2.723 -9.043
C -2.615 1.753 -7.909
N -2.291 0.351 -8.405
O -2.363 -0.571 -7.316
C -1.821 2.203 -6.675
C -4.160 1.718 -7.709
C 0.368 0.120 -8.353
H -1.309 -1.983 -9.160
H -0.406 -1.398 -10.599
H -2.156 -1.340 -10.511
H 0.374 1.254 -10.508
H -1.338 1.096 -11.064
H -0.816 3.354 -10.540
H -0.181 2.987 -9.001
H -3.132 2.451 -9.773
H -2.699 3.738 -8.824
H -0.741 2.068 -6.609
H -2.016 3.271 -6.578
H -2.236 1.671 -5.819
H -4.264 1.045 -6.858
H -4.395 2.745 -7.433
H -4.754 1.379 -8.558
H 0.318 -0.660 -7.593
H 0.606 1.067 -7.868
H 1.253 -0.222 -8.889
H -2.930 -1.207 -7.758
C -9.850 3.317 12.659
C -8.489 3.176 13.475
C -7.857 1.781 13.020
C -7.170 1.878 11.650
C -6.015 2.871 11.847
C -6.583 4.301 12.093
N -7.532 4.305 13.269
O -8.022 5.492 13.501
C -5.315 5.034 12.553
C -7.167 4.944 10.767
C -8.715 3.026 14.982
H -10.456 2.519 13.087
H -9.676 3.206 11.588
H -10.288 4.297 12.846
H -7.219 1.260 13.734
H -8.749 1.173 12.867
H -7.884 2.260 10.921
H -6.876 0.844 11.470
H -5.512 2.887 10.880
H -5.318 2.502 12.599
H -5.470 5.977 13.077
H -4.731 4.456 13.269
H -4.774 5.245 11.630
H -6.454 4.794 9.957
H -8.075 4.463 10.403
H -7.456 5.969 10.999
H -9.295 3.843 15.411
H -7.803 3.110 15.573
H -9.170 2.095 15.322
H -7.687 5.815 14.341
*
```



The following is a DFT calculation (ωB97M-V with the def2-TZVPD basis set) of a molecular structure, C18H10Cl5PS2SbSe4Zr.

Results
**LUMO energy**: 1.2371 eV
**Energy above the lowest of the compared OMol25 structures with the same formula, charge and spin**: 0.0 kJ/mol
**Calculated total energy**: -381608.934 eV
**HOMO energy**: -4.4 eV

```
! wB97M-V def2-TZVPD RIJCOSX def2/J DEFGRID3
* xyz -1 1
Zr 0.201 -1.297 -1.692
Cl -2.027 -3.808 -1.524
C -2.832 -2.302 -1.930
C -1.987 -1.310 -2.357
C -2.550 -0.089 -2.579
Cl -1.366 1.154 -2.959
C -3.907 0.174 -2.455
Cl -4.559 1.706 -2.863
C -4.726 -0.872 -2.033
Cl -6.420 -0.618 -1.892
C -4.190 -2.125 -1.730
Cl -5.178 -3.403 -1.152
Se -2.610 2.726 0.190
Sb -3.040 1.250 1.995
Se -0.219 -0.773 0.513
Se -4.483 -0.608 1.649
Se -2.068 1.652 4.117
S 2.613 0.058 -1.689
P 2.942 -1.764 -2.505
S 2.067 -3.212 -1.417
C 4.662 -2.147 -2.895
C 5.382 -1.252 -3.683
C 6.693 -1.535 -4.025
C 7.288 -2.708 -3.577
C 6.574 -3.595 -2.786
C 5.258 -3.316 -2.442
C 2.009 -1.713 -4.081
C 1.874 -0.508 -4.778
C 1.061 -0.431 -5.898
C 0.363 -1.550 -6.328
C 0.495 -2.750 -5.649
C 1.317 -2.835 -4.533
H 4.919 -0.331 -4.019
H 7.252 -0.839 -4.637
H 8.314 -2.928 -3.843
H 7.039 -4.506 -2.433
H 4.691 -4.004 -1.827
H 2.373 0.380 -4.413
H 0.953 0.515 -6.412
H -0.298 -1.482 -7.183
H -0.059 -3.622 -5.971
H 1.406 -3.773 -4.001
*
```



The following is a DFT calculation (ωB97M-V with the def2-TZVPD basis set) of a single C3H6S3Si molecule at a distorted geometry.

Results
**LUMO energy**: -0.5434 eV
**Energy above the lowest of the compared OMol25 structures with the same formula, charge and spin**: 139.3 kJ/mol
**Structure (SMILES)**: S=[SiH]SC[C@@H]1CS1
**Calculated total energy**: -43591.162 eV
**HOMO energy**: -9.0 eV

```
! wB97M-V def2-TZVPD RIJCOSX def2/J DEFGRID3
* xyz 0 1
C -0.126 -0.389 0.421
C -1.461 1.715 -0.561
C -1.131 0.261 -0.584
Si 2.759 -1.405 0.442
S 1.558 0.243 0.043
S 1.882 -3.017 1.173
S -2.811 0.635 -0.025
H -0.520 -0.086 1.421
H -0.184 -1.511 0.069
H -1.622 2.269 -1.479
H -1.161 2.252 0.355
H -1.154 -0.129 -1.645
H 3.970 -0.839 0.369
*
```